Formula: C9H26FO6S
Source: the OMol25 dataset
Level of theory: ωB97M-V/def2-TZVPD

The geometry in XYZ format:
```
43
Properties=species:S:1:pos:R:3:forces:R:3:mulliken_charge:R:1
C 3.396159 -1.423300 0.440757 -0.04 -0.28 -0.37 -0.851
C 2.443966 -2.040534 -0.753711 -0.27 2.13 -0.48 0.013
C 0.898412 -1.460405 -0.548788 0.10 -2.19 0.65 0.123
F 1.063805 0.036520 -0.428128 -0.26 -2.39 -0.62 -0.368
C 0.111848 -2.108253 0.735168 -0.84 2.69 -0.93 -0.721
C -1.508233 -2.287046 0.451355 2.27 -1.52 1.33 -0.335
S -2.292920 -0.865661 -0.483148 0.94 4.32 -3.11 0.743
O -2.133991 -0.998679 -2.046405 -0.68 -0.13 4.71 -0.628
O -1.846141 0.554030 0.021196 -1.72 -4.82 -0.99 -0.563
H 3.951926 -0.451832 0.035407 -1.14 -2.16 0.93 0.245
H 2.726366 -1.092953 1.359344 1.55 -0.92 -1.84 0.198
H 4.189397 -2.258785 0.724603 -1.53 1.96 -0.28 0.246
H 2.495694 -3.205069 -0.866983 -0.34 2.25 0.52 0.367
H 2.829221 -1.540711 -1.767317 -0.98 -1.44 2.44 -0.109
H 0.302399 -1.772981 -1.512800 1.11 1.25 1.58 0.136
H 0.227993 -1.306702 1.598729 -0.33 -1.50 -1.56 -0.084
H -1.628230 -3.290583 -0.164550 -0.32 2.43 0.88 0.278
H -2.046076 -2.392510 1.509364 0.89 0.45 -2.42 0.296
H -3.708064 -0.896086 -0.266556 1.12 -0.04 -0.10 0.020
C -0.541283 3.589111 2.387644 -0.07 -0.41 -0.35 -0.358
O -0.328354 3.102170 1.075486 -0.24 0.13 0.02 -0.471
H 0.203822 4.357411 2.606826 -0.04 -0.05 -0.09 0.246
H -1.541334 4.023921 2.458001 -0.07 0.17 0.29 0.251
H -0.437520 2.769416 3.102742 -0.03 0.14 0.22 0.081
H -1.003713 2.422723 0.909551 0.47 -0.07 -0.18 0.330
C -4.347087 1.809684 -2.936024 0.28 -0.21 -0.02 -0.414
O -4.194596 0.921825 -4.028114 0.08 -0.31 -0.23 -0.554
H -5.081397 2.574411 -3.199631 0.04 -0.13 -0.07 0.260
H -4.698484 1.256246 -2.061759 0.02 0.22 0.19 0.141
H -3.389057 2.287549 -2.717269 -0.12 0.09 0.26 0.220
H -3.537761 0.255037 -3.764952 -0.18 0.23 0.04 0.337
C 3.890138 -1.897139 -4.548177 0.11 0.19 0.03 -0.555
O 3.986409 -1.188813 -3.326206 0.64 0.46 -0.30 -0.502
H 3.150352 -2.693687 -4.439852 0.09 0.17 0.10 0.243
H 3.574587 -1.215266 -5.341645 -0.04 -0.19 -0.20 0.249
H 4.860620 -2.335091 -4.793930 -0.05 -0.16 -0.23 0.250
H 4.649511 -0.489122 -3.452778 -0.43 -0.33 0.19 0.261
C -1.127635 1.613173 5.785478 0.27 0.00 -0.01 -0.588
O -0.132898 1.082621 4.929195 0.42 -0.01 0.14 -0.478
H -2.112377 1.369031 5.380280 0.21 0.00 -0.02 0.209
H -1.025971 1.172613 6.780308 -0.23 0.11 0.14 0.282
H -1.018705 2.698915 5.843169 -0.24 0.08 0.15 0.276
H 0.729204 1.314799 5.314117 -0.44 -0.20 -0.36 0.278
```
Positions in Å, forces in eV/Å.

Properties
DFT total energy (Ha): -1307.74927
Maximum force (eV Å⁻¹): 5.40
Net charge: -1
Multiplicity: 1